{
  "formula": "C45H83Br26N3O7P",
  "method": "the ωB97M-V functional and the def2-TZVPD basis",
  "symbols": ["C", "C", "N", "N", "C", "C", "C", "C", "O", "O", "C", "C", "C", "C", "P", "O", "O", "C", "C", "O", "C", "C", "C", "N", "C", "C", "O", "C", "C", "O", "H", "H", "H", "H", "H", "H", "H", "H", "H", "H", "H", "H", "H", "H", "H", "H", "H", "H", "H", "H", "H", "H", "H", "H", "H", "H", "H", "H", "H", "H", "H", "Br", "C", "C", "Br", "H", "H", "H", "H", "Br", "C", "C", "Br", "H", "H", "H", "H", "Br", "C", "C", "Br", "H", "H", "H", "H", "Br", "C", "C", "Br", "H", "H", "H", "H", "Br", "C", "C", "Br", "H", "H", "H", "H", "Br", "C", "C", "Br", "H", "H", "H", "H", "Br", "C", "C", "Br", "H", "H", "H", "H", "Br", "C", "C", "Br", "H", "H", "H", "H", "Br", "C", "C", "Br", "H", "H", "H", "H", "Br", "C", "C", "Br", "H", "H", "H", "H", "Br", "C", "C", "Br", "H", "H", "H", "H", "Br", "C", "C", "Br", "H", "H", "H", "H", "Br", "C", "C", "Br", "H", "H", "H", "H"],
  "positions_angstrom": [[0.34984, 1.27793, 4.34708], [-0.89457, 0.78191, 5.17320], [-1.83616, -0.08231, 4.40845], [-2.16558, 0.47706, 3.15834], [-2.71878, 1.75397, 3.18790], [-3.12191, 2.43786, 1.98302], [-2.97543, 1.72775, 0.70619], [-3.39239, 2.29871, -0.69127], [-4.33315, 1.82079, -1.25988], [-2.68862, 3.33581, -1.26960], [-3.08057, 4.54958, -0.55970], [-2.39918, 0.38217, 0.72685], [-2.24564, -0.44046, -0.59358], [-0.72300, -0.55507, -1.02049], [-0.55227, 0.07189, -2.76079], [-1.42909, 1.28794, -2.86463], [1.00861, 0.44413, -3.17358], [1.99612, -0.35940, -2.47873], [1.95243, -1.88022, -2.87345], [-1.16064, -1.08968, -3.78977], [-0.61833, -0.79567, -5.12471], [-1.53468, -1.52806, -6.17822], [-1.98406, -0.24615, 2.00432], [-1.44313, -1.57116, 1.91852], [-0.11445, -1.71379, 2.53845], [0.19620, -2.35782, 3.92240], [0.81411, -1.24177, 1.92573], [-2.37548, -2.61421, 2.28501], [-3.90624, -2.38279, 2.57179], [-1.98972, -3.75786, 2.33680], [0.11950, 2.15294, 3.68140], [0.77930, 0.41864, 3.76951], [1.11625, 1.62288, 5.09059], [-1.38405, 1.70039, 5.61116], [-0.50645, 0.19816, 6.05590], [-2.73124, -0.05192, 4.93189], [-2.87090, 2.28962, 4.15179], [-3.54180, 3.47175, 2.02553], [-2.23444, 5.00256, 0.02381], [-3.42025, 5.31488, -1.30371], [-3.94362, 4.31400, 0.11708], [-2.58683, -1.48413, -0.33070], [-2.91426, -0.07273, -1.40774], [-0.40157, -1.63684, -1.00207], [-0.04539, -0.02980, -0.28938], [1.96341, -0.26319, -1.35942], [2.99881, 0.03131, -2.79838], [2.80265, -2.39763, -2.35108], [2.07030, -2.04950, -3.97964], [1.00824, -2.40041, -2.53501], [0.42885, -1.17736, -5.19046], [-0.66143, 0.29852, -5.35717], [-1.44607, -2.63802, -6.04106], [-2.60824, -1.25094, -6.01582], [-1.17955, -1.30550, -7.21643], [1.12856, -1.88949, 4.32560], [-0.66573, -2.34548, 4.63372], [0.44604, -3.44533, 3.74530], [-4.29868, -3.17654, 3.26442], [-4.43885, -2.56937, 1.59339], [-4.13791, -1.38230, 3.01201], [3.40541, 0.14666, 5.43134], [3.58550, -0.22433, 7.33318], [2.84996, -1.48329, 7.70620], [0.92624, -1.16988, 7.79177], [3.23133, 0.65562, 7.86552], [4.65609, -0.33946, 7.50350], [3.13128, -1.81206, 8.70638], [3.00806, -2.29907, 7.00438], [-7.70637, -0.74707, -5.38662], [-7.81121, -0.63825, -3.44484], [-6.63289, 0.10708, -2.87505], [-5.03049, -1.00094, -2.86818], [-7.89595, -1.65702, -3.07357], [-8.73794, -0.10219, -3.23938], [-6.80783, 0.36056, -1.82966], [-6.38937, 1.01212, -3.42706], [5.22719, -4.55176, -2.37683], [5.12074, -5.09141, -0.51204], [4.12432, -4.23799, 0.22599], [4.85498, -2.47475, 0.60768], [6.12758, -5.03687, -0.10471], [4.79827, -6.13267, -0.52858], [3.89275, -4.67042, 1.19935], [3.20009, -4.08439, -0.32733], [8.77536, 0.12272, -1.75234], [8.06854, -1.40097, -2.74337], [7.46092, -0.97167, -4.05355], [5.71273, -0.15584, -3.78413], [7.36195, -1.90554, -2.08731], [8.92717, -2.05036, -2.91485], [7.27843, -1.83766, -4.69214], [8.06757, -0.24935, -4.59514], [-8.28562, 4.18377, -3.48802], [-6.58869, 4.29884, -4.43922], [-5.43442, 4.44771, -3.48289], [-5.31894, 6.26541, -2.78065], [-6.67381, 5.12356, -5.14284], [-6.50906, 3.36204, -4.99143], [-4.48756, 4.28222, -3.99690], [-5.49876, 3.77990, -2.62631], [6.53953, -0.39444, 3.21444], [6.28191, 0.94861, 1.82501], [5.26257, 1.97859, 2.23742], [3.44998, 1.27798, 2.08091], [6.00984, 0.41839, 0.91454], [7.26187, 1.40756, 1.69335], [5.29208, 2.83805, 1.56685], [5.38641, 2.31994, 3.26332], [-6.48490, 0.13852, 4.42698], [-6.61557, 0.23783, 6.36974], [-5.44937, 0.98979, 6.95352], [-3.84034, -0.11128, 6.97183], [-6.69704, -0.78273, 6.73630], [-7.54858, 0.76576, 6.56618], [-5.63541, 1.23934, 7.99782], [-5.20775, 1.89778, 6.40579], [8.77787, -2.24657, -7.93342], [8.79893, -4.18258, -7.71531], [7.40705, -4.72770, -7.52678], [6.75529, -4.38937, -5.72270], [9.46219, -4.40079, -6.88167], [9.23921, -4.56732, -8.63523], [7.40315, -5.81236, -7.63252], [6.68056, -4.29779, -8.21256], [-4.40658, -4.64212, -6.05611], [-4.38844, -4.44484, -4.11673], [-3.18711, -3.66278, -3.65075], [-1.57004, -4.74961, -3.68725], [-4.43888, -5.44687, -3.69653], [-5.30738, -3.90807, -3.87869], [-3.30565, -3.36598, -2.60796], [-2.98858, -2.78085, -4.25393], [-4.45106, -1.45073, -8.46576], [-4.56267, -2.13009, -10.28564], [-5.03400, -3.56101, -10.29926], [-3.60588, -4.77630, -9.77031], [-3.58227, -1.99524, -10.73633], [-5.28110, -1.48359, -10.78990], [-5.30930, -3.86392, -11.30938], [-5.87101, -3.74450, -9.62909], [3.57754, 5.92559, 1.71449], [5.24048, 6.07129, 0.70713], [6.42893, 6.19635, 1.62538], [6.56156, 7.98966, 2.37130], [5.12875, 6.91527, 0.03074], [5.30092, 5.15092, 0.12524], [7.35638, 6.04859, 1.07217], [6.39692, 5.50481, 2.46485], [2.49247, -3.99763, 10.52765], [1.21197, -2.71236, 11.24125], [1.19138, -2.73780, 12.74797], [0.21967, -4.28684, 13.41622], [0.24824, -2.94319, 10.79371], [1.55238, -1.74183, 10.87925], [0.65267, -1.87398, 13.13707], [2.18471, -2.77084, 13.18999], [-0.65618, 10.72825, 1.03729], [0.97416, 9.66546, 0.95180], [0.67457, 8.22751, 0.61742], [-0.03087, 7.27321, 2.16277], [1.48334, 9.78760, 1.90495], [1.57109, 10.12450, 0.16375], [1.58926, 7.69800, 0.35028], [-0.05239, 8.11549, -0.18390]],
  "lowdin_charge": [-0.117, -0.261, -0.005, -0.016, 0.023, 0.074, 0.046, -0.441, 0.132, -0.049, -0.053, 0.012, -0.157, -0.175, 0.616, -0.280, -0.211, -0.261, -0.077, -0.260, -0.253, -0.092, -0.090, 0.098, -0.383, 0.003, 0.086, -0.409, 0.021, 0.112, 0.083, 0.028, 0.038, 0.103, 0.025, -0.014, 0.146, 0.125, 0.101, 0.019, 0.094, 0.118, 0.031, 0.099, 0.101, 0.110, 0.070, 0.049, 0.088, 0.061, 0.105, 0.123, 0.060, 0.052, 0.084, 0.070, 0.080, 0.108, 0.106, 0.106, 0.030, 0.667, -0.653, -0.667, 0.675, 0.056, 0.066, 0.008, 0.060, 0.613, -0.685, -0.666, 0.774, 0.051, 0.060, 0.060, 0.040, 0.612, -0.677, -0.686, 0.615, 0.055, 0.062, 0.060, 0.043, 0.596, -0.691, -0.695, 0.624, 0.024, 0.063, -0.025, 0.053, 0.602, -0.685, -0.679, 0.664, 0.054, 0.056, 0.073, 0.031, 0.580, -0.684, -0.673, 0.602, 0.026, 0.059, 0.039, 0.054, 0.628, -0.672, -0.651, 0.743, 0.058, 0.067, 0.067, 0.052, 0.612, -0.692, -0.678, 0.626, 0.052, 0.060, 0.060, 0.054, 0.599, -0.688, -0.758, 0.628, 0.051, 0.028, 0.025, -0.008, 0.617, -0.687, -0.688, 0.594, 0.051, 0.058, 0.058, 0.053, 0.623, -0.684, -0.706, 0.620, 0.053, 0.053, 0.060, 0.045, 0.631, -0.711, -0.698, 0.614, 0.047, 0.034, 0.059, 0.053, 0.608, -0.695, -0.700, 0.561, 0.054, 0.061, 0.010, 0.051],
  "gap_ev": 7.039,
  "charge": 1,
  "lumo_ev": -3.9,
  "e_tot_ev": -1897202.8883
}